[1]
Molecular formula: C22H32N4O5
Method: DFT, wB97M-V/def2-TZVPD

Each line ends with the Löwdin charge.
Cartesian coordinates (Å):
1 C -3.910 1.530 1.147  -0.050
2 C -3.557 0.168 1.892  -0.299
3 H -4.322 -0.545 2.007  0.111
4 H -3.136 0.538 2.800  0.104
5 O -2.776 -0.498 1.018  -0.099
6 C -1.327 0.014 1.231  -0.088
7 O -0.984 1.047 2.001  -0.022
8 C -0.414 -0.953 0.259  0.013
9 C 0.937 -0.711 0.116  -0.269
10 N 1.608 -1.551 -0.576  0.120
11 C 1.319 -2.415 -1.559  -0.288
12 O 1.874 -2.928 -2.507  0.119
13 N -0.430 -2.581 -1.458  0.165
14 H -0.540 -3.287 -2.003  0.035
15 C -1.103 -2.138 -0.425  -0.338
16 C -1.268 -3.084 0.804  -0.159
17 C -0.350 -3.745 1.449  -0.026
18 C -0.440 -4.689 2.376  -0.172
19 C -1.645 -5.336 2.606  0.007
20 C -2.696 -4.550 2.082  0.006
21 C -2.595 -3.608 0.946  0.079
22 H -3.260 -3.031 0.625  0.023
23 H -3.660 -4.925 2.270  0.080
24 H -1.723 -5.854 3.504  0.096
25 N 0.802 -5.492 2.732  -0.259
26 O 1.808 -4.973 2.766  0.139
27 O 0.328 -6.228 3.776  -0.047
28 H 0.939 -3.578 1.087  0.221
29 H -2.004 -1.680 -0.655  0.121
30 H 2.602 -1.258 -0.673  0.184
31 C 1.839 0.290 0.841  -0.155
32 N 2.494 1.061 -0.209  -0.031
33 H 3.575 0.915 0.114  0.180
34 C 2.173 2.556 -0.260  -0.520
35 C 3.324 3.075 -1.201  -0.061
36 H 3.638 2.318 -2.078  0.137
37 H 4.295 2.917 -0.845  0.036
38 H 3.265 4.137 -1.261  0.076
39 C 2.502 3.271 1.081  -0.064
40 H 2.656 4.430 0.914  0.122
41 H 3.338 2.982 1.764  0.089
42 H 1.793 3.244 1.898  0.055
43 C 0.844 2.875 -0.756  -0.120
44 H 0.544 3.925 -0.559  0.154
45 H 0.253 2.268 -0.192  0.071
46 C 0.301 2.319 -2.122  -0.502
47 C 0.689 1.013 -2.547  -0.072
48 H 1.707 0.812 -2.403  0.059
49 H 0.313 0.202 -2.154  0.010
50 H 0.640 1.008 -3.710  0.144
51 C 0.932 3.414 -3.246  0.014
52 H 1.981 3.284 -3.463  0.074
53 H 0.738 4.263 -2.864  -0.003
54 H 0.300 3.360 -4.011  0.023
55 C -1.191 2.481 -2.014  -0.003
56 H -1.326 3.525 -1.707  0.101
57 H -1.608 2.315 -3.226  0.186
58 H -1.518 1.895 -1.462  -0.073
59 H 2.489 -0.207 1.639  0.138
60 H 1.134 0.986 1.785  0.203
61 H -4.407 1.205 0.031  0.141
62 H -4.693 2.066 1.697  0.061
63 H -3.092 2.136 0.891  0.025

Results
Strongest force on any atom = 17.09 eV Å⁻¹
Multiplicity = 1
Charge = 0
E_HOMO = -0.3243 Eh
Kohn-Sham gap = 7.66 eV
Relative energy (zero: lowest compared OMol25 entry of this formula, charge and spin) = 22.303 eV
E_tot = -39512.474 eV
LUMO level = -0.0426 Eh

[2]
Molecular formula: C7H18N2
Method: DFT, wB97M-V/def2-TZVPD

Each line ends with the Löwdin charge.
Cartesian coordinates (Å):
1 C 0.319 1.893 0.024  -0.441
2 C 1.502 1.294 0.263  0.002
3 C -0.098 2.264 -1.371  -0.078
4 C -0.457 2.571 1.116  -0.077
5 H -1.174 0.002 0.432  0.103
6 H 1.916 1.259 1.259  0.075
7 H 2.195 1.084 -0.539  0.074
8 H 0.929 -0.594 0.248  0.092
9 H -1.136 1.988 -1.535  0.072
10 H -0.372 3.658 1.035  0.085
11 H -0.010 3.344 -1.531  0.086
12 H 0.524 1.776 -2.122  0.077
13 H -0.103 2.263 2.098  0.077
14 H -1.515 2.320 1.031  0.074
15 C 0.794 -2.643 -0.512  -0.071
16 C 0.267 -1.543 0.399  -0.491
17 N 0.442 -1.893 1.796  0.029
18 N -1.523 -0.989 -1.340  0.005
19 C -1.140 -1.071 0.057  -0.266
20 H 0.242 -2.867 1.996  0.066
21 H -0.140 -1.363 2.437  0.066
22 H -1.485 -1.902 -1.779  0.062
23 H -0.887 -0.374 -1.832  0.049
24 H -1.879 -1.702 0.570  0.115
25 H 0.140 -3.518 -0.471  0.077
26 H 0.863 -2.308 -1.546  0.067
27 H 1.785 -2.947 -0.181  0.075

Results
Strongest force on any atom = 2.27 eV Å⁻¹
Multiplicity = 1
Structure (SMILES) = C[C@H](N)CN.C=C(C)C
Charge = 0
E_HOMO = -0.3043 Eh
Kohn-Sham gap = 9.18 eV
Relative energy (zero: lowest compared OMol25 entry of this formula, charge and spin) = 1.509 eV
E_tot = -10530.100 eV
LUMO level = 0.0329 Eh

[3]
Molecular formula: C16H23BrF5N2O11P2S
Method: DFT, wB97M-V/def2-TZVPD

Each line ends with the Löwdin charge.
Cartesian coordinates (Å):
1 C -5.258 -0.024 1.805  0.187
2 C -4.060 0.031 1.793  -0.136
3 C -2.624 0.355 1.821  -0.308
4 O -2.464 1.757 1.692  -0.059
5 C -2.879 2.248 0.453  -0.353
6 S -2.453 3.999 0.487  0.757
7 O -1.041 4.178 0.604  -0.263
8 O -3.126 4.647 -0.590  -0.253
9 C -3.243 4.599 2.069  -0.683
10 F -2.508 4.307 3.114  0.194
11 F -4.436 4.004 2.155  0.155
12 F -3.428 5.893 1.953  0.196
13 C -2.319 1.500 -0.782  -0.259
14 P -1.334 2.422 -2.082  0.791
15 O -0.879 1.342 -2.988  -0.410
16 N -1.407 0.374 -0.415  0.093
17 C -1.772 -0.425 0.800  -0.485
18 C -0.430 -0.915 1.392  -0.188
19 C 0.279 0.085 2.321  -0.165
20 C 1.784 -0.221 2.394  -0.253
21 N 2.630 0.971 2.600  0.009
22 P -2.774 -1.945 0.228  0.651
23 O -1.550 -2.486 -0.711  -0.361
24 Br -2.746 -3.259 2.022  0.440
25 H -6.313 0.017 1.937  0.061
26 H -2.284 0.097 2.817  0.160
27 H -3.969 2.216 0.391  0.140
28 H -3.154 1.100 -1.349  0.148
29 H -2.157 3.377 -2.688  0.049
30 H -0.232 2.990 -1.426  0.043
31 H -0.462 0.751 -0.294  0.166
32 H -1.360 -0.245 -1.235  0.146
33 H 0.232 -1.037 0.529  0.107
34 H -0.528 -1.899 1.833  0.061
35 H 0.099 1.106 1.971  0.110
36 H -0.176 0.004 3.306  0.117
37 H 2.101 -0.751 1.506  0.072
38 H 1.925 -0.834 3.280  0.120
39 H 2.170 1.511 3.328  0.070
40 H 2.519 1.546 1.770  0.052
41 H -1.615 -3.449 -0.813  0.062
42 C 1.013 -3.187 -2.321  -0.071
43 C 1.982 -3.689 -3.370  -0.299
44 O 2.023 -5.079 -3.100  0.148
45 C 0.830 -5.434 -2.552  -0.539
46 O 0.427 -6.535 -2.436  0.202
47 O 0.151 -4.317 -2.152  0.033
48 F 3.216 -3.162 -3.210  0.086
49 H 1.515 -2.969 -1.376  0.108
50 H 0.445 -2.316 -2.635  0.130
51 H 1.658 -3.532 -4.400  0.176
52 C 5.055 0.788 -0.440  -0.029
53 C 5.335 0.063 -1.738  -0.301
54 O 4.748 -1.211 -1.503  0.148
55 C 3.739 -1.037 -0.621  -0.530
56 O 2.876 -1.826 -0.405  0.143
57 O 3.823 0.176 -0.022  0.044
58 F 6.655 -0.087 -1.962  0.098
59 H 5.825 0.594 0.306  0.152
60 H 4.935 1.861 -0.561  0.142
61 H 4.873 0.511 -2.619  0.177

Results
Strongest force on any atom = 2.03 eV Å⁻¹
Multiplicity = 1
Charge = +1
E_HOMO = -0.4484 Eh
Kohn-Sham gap = 8.92 eV
Relative energy (zero: lowest compared OMol25 entry of this formula, charge and spin) = 0.000 eV
E_tot = -155501.364 eV
LUMO level = -0.1206 Eh

[4]
Molecular formula: C37H40Br2N9O2Ti
Method: DFT, wB97M-V/def2-TZVPD

Each line ends with the Löwdin charge.
Cartesian coordinates (Å):
1 Ti 0.354 0.381 0.598  0.775
2 C 1.673 -3.483 -0.601  -0.014
3 C 1.356 -3.522 0.873  -0.211
4 C 0.941 -4.726 1.433  -0.049
5 C 0.702 -4.836 2.793  -0.068
6 C 0.906 -3.740 3.615  -0.032
7 C 1.319 -2.515 3.099  -0.203
8 C 1.648 -1.388 4.033  -0.038
9 C 1.503 -2.416 1.721  -0.194
10 N 1.827 -1.152 1.105  0.041
11 C 3.025 -0.949 0.702  -0.242
12 C 4.204 -1.781 1.082  0.027
13 C 3.229 0.175 -0.280  -0.252
14 C 4.611 0.415 -0.794  0.023
15 N 2.164 0.783 -0.656  0.060
16 C 2.235 1.753 -1.734  -0.211
17 C 2.726 3.043 -1.537  -0.219
18 C 3.259 3.550 -0.226  -0.056
19 C 2.715 3.909 -2.627  -0.041
20 C 2.243 3.512 -3.865  -0.071
21 C 1.788 2.218 -4.040  -0.037
22 C 1.774 1.319 -2.981  -0.215
23 C 1.290 -0.088 -3.190  -0.026
24 H 1.060 -4.206 -1.139  0.082
25 H 2.713 -3.769 -0.776  0.097
26 H 1.517 -2.506 -1.053  0.061
27 H 0.819 -5.589 0.790  0.118
28 H 0.384 -5.779 3.215  0.111
29 H 0.762 -3.830 4.684  0.120
30 H 1.543 -0.411 3.566  -0.023
31 H 1.019 -1.434 4.920  0.085
32 H 2.683 -1.476 4.369  0.098
33 H 3.934 -2.556 1.794  0.098
34 H 4.960 -1.131 1.529  0.109
35 H 4.661 -2.241 0.204  0.102
36 H 5.279 0.652 0.036  0.108
37 H 4.632 1.229 -1.511  0.095
38 H 4.998 -0.487 -1.271  0.103
39 H 3.657 2.763 0.412  0.032
40 H 2.472 4.042 0.347  0.070
41 H 4.046 4.280 -0.409  0.089
42 H 3.077 4.919 -2.489  0.122
43 H 2.221 4.214 -4.685  0.111
44 H 1.433 1.892 -5.009  0.115
45 H 0.981 -0.230 -4.225  0.090
46 H 0.439 -0.320 -2.551  0.045
47 H 2.074 -0.820 -2.977  0.086
48 C -4.847 1.858 2.732  -0.027
49 C -3.479 1.261 2.566  -0.222
50 C -2.691 0.886 3.672  0.010
51 C -1.412 0.393 3.515  -0.050
52 C -0.967 0.272 2.202  -0.336
53 Br 1.581 1.840 2.277  0.336
54 N -1.710 0.572 1.183  -0.030
55 C -2.938 1.094 1.309  -0.056
56 H -5.059 2.064 3.779  0.082
57 H -5.615 1.181 2.357  0.088
58 H -4.927 2.793 2.179  0.087
59 H -3.092 1.035 4.667  0.123
60 H -0.776 0.181 4.359  0.099
61 H -3.463 1.372 0.403  0.120
62 C -1.465 -3.538 -2.798  -0.007
63 O -0.826 -2.392 -2.216  -0.011
64 C -0.977 -2.102 -0.942  -0.554
65 O -0.404 -1.091 -0.520  -0.070
66 N -1.713 -2.909 -0.166  0.052
67 N -1.910 -2.585 1.175  0.109
68 H -1.132 -3.557 -3.830  0.110
69 H -2.548 -3.419 -2.766  0.090
70 H -1.147 -4.453 -2.297  0.099
71 H -2.269 -3.636 -0.598  0.140
72 H -1.618 -3.359 1.764  0.095
73 H -2.880 -2.334 1.338  0.097
74 N -0.302 2.047 -0.364  0.090
75 C -0.715 3.102 -0.645  -0.133
76 C -1.210 4.319 -1.020  -0.243
77 C -0.685 4.958 -2.170  -0.217
78 N -0.256 5.435 -3.125  0.166
79 C -2.417 4.744 -0.404  -0.225
80 N -3.413 5.056 0.079  0.146
81 Br -4.726 -1.252 -1.365  0.722
82 C -4.030 0.155 -2.470  -0.733
83 C -4.905 0.807 -3.324  -0.101
84 C -4.379 1.840 -4.081  -0.042
85 C -3.032 2.153 -3.960  -0.035
86 C -2.263 1.419 -3.077  -0.124
87 N -2.758 0.433 -2.320  0.055
88 H -5.945 0.522 -3.384  0.104
89 H -5.016 2.392 -4.757  0.119
90 H -2.581 2.954 -4.529  0.114
91 H -1.207 1.616 -2.968  0.090

Results
Strongest force on any atom = 2.86 eV Å⁻¹
Multiplicity = 1
Charge = +1
E_HOMO = -0.3779 Eh
Kohn-Sham gap = 6.24 eV
Relative energy (zero: lowest compared OMol25 entry of this formula, charge and spin) = 0.000 eV
E_tot = -219721.174 eV
LUMO level = -0.1484 Eh